Entry 1:
# C3H8O2S

2 unconnected molecules or ions with the total composition C3H8O2S in a non-equilibrium geometry (ωB97M-V/def2-TZVPD, the OMol25 dataset).

Last column: Löwdin charge in e.
Geometry (Å):
O  -0.100  2.652  -3.133  0.0398
C  0.001  2.367  -1.938  -0.4064
O  -0.697  2.971  -1.020  0.0855
H  0.654  1.708  -1.475  0.0960
H  -1.123  3.703  -1.594  0.1716
C  0.023  -0.858  -0.305  -0.5059
S  1.182  -1.359  0.897  0.7217
C  0.308  -2.131  2.316  -0.4009
H  0.552  -0.410  -1.170  0.0277
H  -0.550  -1.744  -0.571  0.0286
H  -0.690  -0.086  0.128  0.0557
H  0.194  -1.465  3.113  -0.0116
H  1.001  -2.948  2.664  0.0448
H  -0.754  -2.400  2.085  0.0536

Computed properties:
relative energy (zero: lowest compared OMol25 entry of this formula, charge and spin) = 110.2 kJ/mol
lowest unoccupied orbital energy = 0.743 eV
SMILES = O=CO.CSC
E_HOMO = -8.483 eV
HOMO-LUMO gap = 9.23 eV

Entry 2:
# C45H59FN12O2S2

A molecular structure, C45H59FN12O2S2 in a non-equilibrium geometry (ωB97M-V/def2-TZVPD, the OMol25 dataset).

Last column: Löwdin charge in e.
Geometry (Å):
C  0.654  -4.184  3.613  0.1421
C  1.133  -3.228  3.058  -0.0856
C  1.437  -2.101  2.180  -0.1392
C  2.557  -2.207  1.349  -0.1626
C  3.501  -3.394  1.332  -0.1051
C  4.098  -3.749  2.720  -0.2487
O  4.162  -5.159  2.949  -0.0810
C  2.797  -1.125  0.476  -0.0518
C  1.970  -0.018  0.503  -0.4076
C  0.863  0.119  1.357  -0.1895
C  0.594  -0.967  2.203  -0.1770
N  -0.507  -0.981  3.103  0.1437
C  -0.465  -0.120  4.048  -0.3640
C  -1.808  0.314  4.635  -0.0241
C  0.777  0.478  4.678  -0.0045
N  0.039  1.270  1.401  0.1239
C  -0.340  1.777  0.141  -0.1921
C  -1.664  2.219  -0.119  -0.1557
C  -2.766  2.163  0.947  -0.1462
C  -3.991  1.281  0.551  -0.1968
C  -4.431  0.265  1.639  -0.1657
C  -4.464  -1.208  1.098  -0.1517
C  -3.698  -2.156  2.056  -0.2402
O  -3.504  -3.412  1.422  -0.2055
C  -2.380  -3.397  0.552  -0.1000
C  -1.970  2.743  -1.390  -0.4733
S  -3.610  3.407  -1.843  0.8195
C  -1.021  2.808  -2.428  -0.0418
C  0.264  2.373  -2.158  -0.3024
F  1.224  2.411  -3.104  0.0341
C  0.582  1.894  -0.896  -0.3590
S  2.278  1.371  -0.598  1.0382
H  0.259  -5.082  4.038  0.0352
H  3.052  -4.274  0.849  0.1276
H  4.352  -3.105  0.699  0.1101
H  5.141  -3.410  2.784  0.1183
H  3.569  -3.262  3.551  0.1004
H  3.341  -5.519  2.596  0.0668
H  3.657  -1.214  -0.198  0.0436
H  -2.600  -0.254  4.135  0.0539
H  -1.822  0.020  5.704  0.0671
H  -1.975  1.387  4.480  0.0454
H  0.710  1.572  4.615  0.0912
H  1.717  0.062  4.310  0.0860
H  0.723  0.234  5.752  0.0876
H  -0.753  1.130  2.011  0.0899
H  -2.395  1.853  1.932  0.0793
H  -3.090  3.210  1.067  0.0941
H  -3.778  0.823  -0.423  0.0933
H  -4.826  1.969  0.364  0.0837
H  -5.481  0.500  1.868  0.1060
H  -3.869  0.339  2.576  0.0777
H  -5.492  -1.564  0.958  0.1114
H  -3.965  -1.222  0.120  0.0967
H  -4.324  -2.283  2.955  0.1198
H  -2.752  -1.689  2.366  0.0792
H  -1.673  -2.592  0.807  0.0791
H  -1.861  -4.359  0.624  0.0864
H  -2.694  -3.210  -0.489  0.0857
H  -4.209  2.381  -2.475  -0.0845
H  -1.261  3.190  -3.417  0.0966
C  -0.537  4.904  -6.389  -0.0716
C  -1.639  3.953  -6.422  -0.2861
N  -2.510  3.207  -6.459  0.1341
H  0.391  4.442  -6.724  0.0826
H  -0.735  5.758  -7.036  0.0809
H  -0.374  5.282  -5.381  0.0809
C  4.229  0.007  -4.158  -0.0834
C  4.477  -0.647  -2.884  -0.2408
N  4.673  -1.160  -1.877  0.1437
H  4.184  -0.711  -4.968  0.0389
H  3.283  0.550  -4.144  0.0760
H  5.015  0.721  -4.397  0.0771
C  -6.641  3.929  -5.632  -0.0589
C  -5.779  4.020  -4.464  -0.2167
N  -5.014  4.074  -3.611  -0.0194
H  -7.689  3.855  -5.343  0.0820
H  -6.533  4.807  -6.268  0.0843
H  -6.398  3.053  -6.231  0.0870
C  7.941  -2.266  -5.745  -0.0645
C  6.758  -1.504  -6.109  -0.2395
N  5.835  -0.884  -6.396  0.1334
H  8.060  -3.144  -6.378  0.0873
H  8.841  -1.666  -5.849  0.0398
H  7.892  -2.609  -4.712  0.0909
C  -3.186  5.639  3.241  -0.0637
C  -3.319  4.387  3.972  -0.2657
N  -3.423  3.397  4.543  0.1447
H  -2.627  5.496  2.317  0.0799
H  -4.161  6.047  2.979  0.0871
H  -2.662  6.387  3.834  0.0837
C  11.854  0.069  -6.080  -0.0658
C  11.489  -1.340  -6.131  -0.2758
N  11.198  -2.450  -6.171  0.1371
H  11.245  0.608  -5.355  0.0845
H  12.898  0.195  -5.796  0.0829
H  11.714  0.547  -7.049  0.0836
C  -6.320  -5.448  2.003  -0.0681
C  -7.596  -5.471  1.302  -0.2851
N  -8.601  -5.488  0.749  0.1147
H  -5.647  -6.217  1.627  0.0834
H  -5.817  -4.489  1.887  0.0600
H  -6.452  -5.622  3.071  0.0807
C  6.517  2.507  -8.692  -0.0763
C  7.452  2.577  -7.579  -0.2906
N  8.186  2.625  -6.699  0.1191
H  5.491  2.414  -8.339  0.0817
H  6.575  3.401  -9.312  0.0802
H  6.727  1.648  -9.328  0.0822
C  -2.552  1.161  8.619  -0.0660
C  -1.879  -0.130  8.608  -0.2844
N  -1.347  -1.148  8.591  0.1415
H  -2.020  1.887  8.005  0.0822
H  -3.567  1.080  8.231  0.0871
H  -2.614  1.563  9.629  0.0830
C  -3.622  -3.321  7.309  -0.0765
C  -4.831  -3.291  6.497  -0.2826
N  -5.783  -3.267  5.855  0.1216
H  -2.905  -4.044  6.923  0.0848
H  -3.130  -2.351  7.325  0.0343
H  -3.842  -3.594  8.340  0.0844

Computed properties:
lowest unoccupied orbital energy = 0.299 eV
E_HOMO = -7.484 eV
HOMO-LUMO gap = 7.78 eV

Entry 3:
# C27H31BBrO2

5 unconnected molecules or ions with the total composition C27H31BBrO2 in a non-equilibrium geometry (ωB97M-V/def2-TZVPD, the OMol25 dataset).

Last column: Löwdin charge in e.
Geometry (Å):
C  -6.411  1.808  0.108  -0.0686
C  -5.399  0.738  -0.261  -0.4500
O  -5.927  -0.545  -0.068  -0.0816
B  -5.812  -0.763  1.407  -0.5717
O  -4.548  0.008  1.795  -0.1539
C  -4.174  0.612  0.643  -0.7451
Br  -3.140  2.273  0.925  0.7155
H  -6.452  1.992  1.173  0.0696
H  -6.166  2.751  -0.375  0.0620
H  -7.378  1.457  -0.218  0.0798
H  -5.015  0.909  -1.269  0.1360
H  -6.748  -0.230  2.028  0.0547
H  -5.790  -1.940  1.730  0.0482
H  -3.503  -0.076  0.124  0.0913
C  -1.198  5.485  -1.862  -0.0911
C  -0.257  5.921  -2.787  -0.1075
C  0.813  5.104  -3.126  -0.1193
C  0.936  3.849  -2.547  -0.1170
C  -0.007  3.413  -1.626  -0.0880
C  -1.073  4.232  -1.279  -0.1018
H  -2.031  6.123  -1.596  0.0996
H  -0.357  6.899  -3.243  0.0943
H  1.552  5.446  -3.840  0.0977
H  1.770  3.210  -2.812  0.1009
H  0.085  2.433  -1.175  0.0998
H  -1.801  3.882  -0.556  -0.0114
C  0.710  -2.798  1.010  -0.1179
C  -0.309  -3.542  1.588  -0.1070
C  -1.499  -2.926  1.954  -0.0782
C  -1.677  -1.566  1.738  -0.0620
C  -0.656  -0.823  1.156  -0.0867
C  0.536  -1.438  0.796  -0.1049
H  1.640  -3.277  0.728  0.0820
H  -0.176  -4.605  1.754  0.0810
H  -2.293  -3.504  2.407  0.1039
H  -2.612  -1.090  2.018  0.0943
H  -0.795  0.237  0.982  0.0688
H  1.332  -0.856  0.346  0.0918
C  6.139  4.144  -0.491  -0.1058
C  6.001  5.437  -0.973  -0.1065
C  4.738  5.995  -1.113  -0.0965
C  3.612  5.262  -0.765  -0.0932
C  3.750  3.970  -0.280  -0.0917
C  5.012  3.409  -0.145  -0.0957
H  7.124  3.707  -0.383  0.0960
H  6.880  6.011  -1.241  0.0954
H  4.630  7.003  -1.494  0.0979
H  2.627  5.696  -0.872  0.0972
H  2.870  3.400  -0.008  0.1007
H  5.118  2.399  0.230  0.0995
C  3.391  -8.460  0.934  -0.1043
C  3.210  -7.166  0.465  -0.0963
C  1.931  -6.644  0.341  -0.0917
C  0.831  -7.414  0.694  -0.0939
C  1.012  -8.706  1.165  -0.0974
C  2.291  -9.231  1.282  -0.1042
H  4.390  -8.867  1.028  0.0965
H  4.068  -6.563  0.196  0.0990
H  1.789  -5.637  -0.028  0.0905
H  -0.167  -7.005  0.601  0.1010
H  0.154  -9.306  1.441  0.0993
H  2.431  -10.241  1.646  0.0966

Computed properties:
lowest unoccupied orbital energy = 2.353 eV
E_HOMO = -4.372 eV
total charge = -1
HOMO-LUMO gap = 6.73 eV

Entry 4:
# C20H38AsFeGeN2O2S2Si2

A molecular structure, C20H38AsFeGeN2O2S2Si2 in a non-equilibrium geometry (ωB97M-V/def2-TZVPD, the OMol25 dataset).

Last column: Löwdin spin population.
Geometry (Å):
Fe  -0.073  0.165  0.099  3.9619
O  2.521  -3.735  -2.849  0.0008
C  1.245  -4.139  -2.784  0.0005
C  0.904  -5.328  -3.429  0.0002
C  -0.392  -5.799  -3.403  -0.0002
C  -1.385  -5.099  -2.723  0.0000
C  -1.057  -3.927  -2.075  0.0004
C  0.248  -3.427  -2.096  0.0028
C  0.514  -2.161  -1.389  0.0102
O  -0.436  -1.603  -0.728  0.1131
N  1.724  -1.651  -1.479  0.0075
N  1.879  -0.462  -0.790  0.0415
C  3.020  0.090  -0.969  0.0156
S  4.213  -0.597  -2.066  0.0071
C  5.521  0.567  -1.573  0.0009
C  4.872  1.900  -1.274  0.0009
S  3.462  1.571  -0.165  0.0062
H  2.584  -2.882  -2.361  0.0001
H  1.686  -5.869  -3.947  0.0000
H  -0.636  -6.720  -3.918  0.0000
H  -2.401  -5.470  -2.698  0.0000
H  -1.800  -3.359  -1.532  0.0001
H  6.229  0.635  -2.397  0.0001
H  6.019  0.168  -0.691  0.0001
H  4.491  2.371  -2.179  0.0001
H  5.546  2.580  -0.757  0.0000
C  -3.193  -0.127  4.060  0.0161
Si  -1.415  -0.768  4.128  0.0711
C  -0.690  -0.370  5.829  0.0119
C  -1.418  -2.645  3.927  0.0021
As  -0.112  0.233  2.441  0.4001
Si  -0.570  2.529  2.801  0.0585
C  0.783  3.371  1.778  0.0057
C  -0.397  3.096  4.597  0.0078
C  -2.289  3.083  2.235  0.0089
H  -3.837  -0.685  4.744  0.0024
H  -3.603  -0.224  3.053  0.0007
H  -3.237  0.927  4.341  0.0001
H  -1.310  -0.802  6.617  0.0015
H  -0.631  0.707  5.998  0.0002
H  0.317  -0.779  5.927  0.0008
H  -2.045  -3.110  4.691  0.0002
H  -0.408  -3.047  4.028  0.0003
H  -1.799  -2.940  2.948  0.0002
H  1.753  3.243  2.263  0.0007
H  0.617  4.440  1.627  0.0000
H  0.850  2.901  0.796  0.0042
H  0.541  2.752  5.038  0.0006
H  -1.218  2.724  5.213  0.0001
H  -0.413  4.186  4.648  0.0010
H  -2.511  2.730  1.228  -0.0003
H  -2.364  4.172  2.230  0.0013
H  -3.064  2.694  2.899  0.0001
C  -1.987  -0.151  -3.514  -0.0004
Ge  -1.004  1.452  -2.925  0.0261
C  0.855  1.328  -3.582  0.0010
C  -1.802  3.062  -3.766  0.0125
C  -1.123  1.616  -0.990  0.1597
H  -1.957  -0.246  -4.600  0.0001
H  -3.032  -0.101  -3.204  0.0000
H  -1.546  -1.049  -3.078  -0.0003
H  0.857  1.345  -4.673  0.0000
H  1.328  0.399  -3.257  0.0000
H  1.461  2.166  -3.229  0.0000
H  -1.787  2.962  -4.853  0.0017
H  -1.238  3.956  -3.495  0.0001
H  -2.836  3.201  -3.447  0.0001
H  -2.125  1.324  -0.651  0.0155
H  -0.898  2.624  -0.641  0.0177

Computed properties:
2S+1 = 6
relative energy (zero: lowest compared OMol25 entry of this formula, charge and spin) = 41.8 kJ/mol
lowest unoccupied orbital energy (spin up / spin down) = 0.260 / -1.492 eV
E_HOMO (spin up / spin down) = -7.729 / -7.981 eV
HOMO-LUMO gap (spin up / spin down) = 7.99 / 6.49 eV

Entry 5:
# C5H8F15K3O19S5

A molecular structure, C5H8F15K3O19S5 in a non-equilibrium geometry (ωB97M-V/def2-TZVPD, the OMol25 dataset).

Last column: Löwdin charge in e.
Geometry (Å):
K  -8.703  -16.503  -20.965  0.9053
K  -15.210  -18.637  -19.805  0.9283
K  -14.973  -14.029  -18.248  0.9417
C  -10.030  -13.793  -14.361  -0.6565
F  -10.275  -13.874  -13.059  0.1346
F  -10.535  -14.862  -14.990  0.0992
F  -10.669  -12.717  -14.844  0.1091
S  -8.162  -13.745  -14.680  0.4760
O  -7.693  -12.561  -13.967  -0.3455
O  -7.744  -15.011  -14.123  -0.3285
O  -8.112  -13.674  -16.131  -0.3465
C  -14.332  -17.044  -13.448  -0.6776
F  -14.163  -18.146  -12.713  0.1142
F  -13.287  -16.257  -13.282  0.1422
F  -14.402  -17.442  -14.724  0.0929
S  -15.937  -16.156  -12.969  0.4667
O  -16.925  -16.737  -13.874  -0.3786
O  -16.123  -16.534  -11.566  -0.3618
O  -15.711  -14.727  -13.177  -0.3599
C  -11.177  -17.402  -18.829  -0.6971
F  -10.667  -18.599  -18.625  0.1705
F  -10.278  -16.497  -18.461  0.1341
F  -11.565  -17.241  -20.078  0.1302
S  -12.661  -17.246  -17.714  0.5306
O  -13.325  -18.549  -17.829  -0.4133
O  -12.104  -16.924  -16.419  -0.2729
O  -13.494  -16.174  -18.272  -0.4479
C  -12.652  -19.340  -22.359  -0.6329
F  -12.626  -19.790  -21.086  0.0846
F  -13.487  -20.143  -23.052  0.0993
F  -13.207  -18.109  -22.339  0.0897
S  -10.952  -19.286  -23.190  0.4826
O  -10.597  -20.677  -23.341  -0.3121
O  -11.234  -18.542  -24.407  -0.3165
O  -10.179  -18.502  -22.218  -0.4229
C  -12.919  -13.168  -20.990  -0.6487
F  -12.899  -12.305  -19.958  0.1089
F  -13.453  -14.353  -20.614  0.0537
F  -13.669  -12.621  -21.942  0.1287
S  -11.187  -13.476  -21.663  0.4941
O  -10.721  -12.105  -21.833  -0.3142
O  -10.535  -14.254  -20.617  -0.3859
O  -11.364  -14.229  -22.896  -0.3119
O  -8.328  -14.129  -18.885  -0.1087
H  -8.530  -14.154  -17.933  -0.0048
H  -9.142  -13.818  -19.313  -0.0104
O  -12.996  -14.044  -16.285  -0.1124
H  -13.197  -14.873  -15.828  0.0231
H  -12.033  -14.004  -16.277  0.0279
O  -10.778  -18.366  -14.088  -0.0563
H  -11.639  -18.742  -13.884  0.0093
H  -10.941  -17.790  -14.852  0.0033
O  -12.192  -20.943  -16.458  -0.0679
H  -12.371  -20.679  -15.550  0.0256
H  -12.568  -20.229  -16.996  -0.0149

Computed properties:
lowest unoccupied orbital energy = 1.552 eV
E_HOMO = -4.494 eV
total charge = -2
HOMO-LUMO gap = 6.05 eV

Entry 6:
# C14H26N3O9PS

A single C14H26N3O9PS molecule in a non-equilibrium geometry (ωB97M-V/def2-TZVPD, the OMol25 dataset).

Last column: Löwdin charge in e.
Geometry (Å):
C  -3.594  2.704  1.015  0.0325
C  -3.350  1.341  1.604  -0.4310
O  -4.253  0.549  1.782  0.1337
O  -2.055  0.925  1.920  0.0965
C  -1.121  1.904  2.162  -0.4088
O  -1.357  2.855  2.887  0.1434
C  0.241  1.701  1.541  -0.0746
C  0.280  1.950  0.031  -0.2687
C  -0.701  1.069  -0.795  -0.1294
C  -0.175  0.463  -2.100  -0.4642
C  -1.057  -0.677  -2.565  -0.2080
O  -1.474  -1.476  -1.455  -0.1446
N  -2.038  -2.710  -1.957  0.0084
O  -3.181  -2.628  -2.104  0.1254
P  -0.242  1.756  -3.512  0.8970
N  0.126  3.267  -2.847  -0.1347
O  -1.833  1.900  -3.870  -0.2825
C  1.270  -0.017  -2.096  -0.3424
C  1.565  -1.343  -1.402  -0.1116
C  1.374  -1.427  0.113  -0.1877
C  1.176  -2.893  0.513  -0.1857
C  1.092  -2.970  2.049  -0.2067
C  2.442  -3.199  2.705  -0.2877
N  2.320  -3.612  4.117  -0.0113
O  2.219  1.023  -1.773  -0.1672
S  2.034  1.863  -0.445  0.6484
O  2.758  1.294  0.644  -0.2508
O  2.442  3.198  -0.754  -0.2658
H  -2.991  2.883  0.136  0.0754
H  -3.344  3.454  1.753  0.0875
H  -4.649  2.779  0.827  0.0937
H  0.635  0.728  1.807  0.1177
H  0.893  2.427  1.998  0.1319
H  0.016  2.986  -0.102  0.1144
H  -1.537  1.715  -1.056  0.0929
H  -1.126  0.332  -0.131  0.0994
H  -0.474  -1.294  -3.248  0.1282
H  -1.934  -0.358  -3.119  0.1096
H  1.118  3.421  -2.724  0.0293
H  -0.401  3.540  -2.028  0.0336
H  -2.395  2.044  -3.097  0.0520
H  1.474  -0.227  -3.140  0.1301
H  2.616  -1.526  -1.601  0.1332
H  1.040  -2.152  -1.888  0.1128
H  2.292  -1.122  0.592  0.1060
H  0.502  -0.910  0.482  0.0904
H  0.228  -3.262  0.144  0.1016
H  2.019  -3.500  0.204  0.1136
H  0.716  -2.029  2.441  0.1045
H  0.412  -3.747  2.384  0.1074
H  2.978  -3.993  2.194  0.0997
H  3.059  -2.307  2.694  0.1101
H  1.361  -3.836  4.338  0.0497
H  2.580  -2.854  4.729  0.0535

Computed properties:
lowest unoccupied orbital energy = -0.762 eV
SMILES = CC(=O)OC(=O)C[C@@H]1C[C@@](CON=O)(P(N)O)[C@H](CCCCCN)OS1(=O)=O
E_HOMO = -9.270 eV
HOMO-LUMO gap = 8.51 eV